(1)
Entry from the Open Molecules 2025 dataset: a cluster of 15 separate species, C53H90O45 in total at a distorted geometry (wB97M-V/def2-TZVPD).

For the lowest unoccupied orbital energy, the calculation gives -0.127 eV. As for the net charge: 0. For the total energy, the calculation gives -148554.4700 eV. The maximum force comes out at 5.6 eV/Å. Its orbital gap is 9.8949 eV.

Each line ends with the Löwdin charge.
Atoms and positions in Å:
1 C -4.04 -15.20 15.61  -0.089
2 C -5.17 -15.47 16.60  -0.152
3 O -4.56 -15.57 17.87  0.052
4 C -3.26 -15.89 17.65  -0.486
5 O -2.35 -16.12 18.47  0.102
6 O -2.93 -15.73 16.33  0.049
7 H -4.07 -14.14 15.32  0.139
8 H -4.21 -15.76 14.69  0.108
9 H -5.69 -16.37 16.30  0.112
10 H -5.94 -14.71 16.44  0.121
11 C -6.70 -17.61 11.36  -0.145
12 C -6.54 -18.43 12.65  -0.124
13 O -5.16 -18.32 12.88  0.042
14 C -4.69 -17.21 12.24  -0.485
15 O -3.58 -16.71 12.44  0.111
16 O -5.64 -16.75 11.37  0.073
17 H -7.65 -17.09 11.51  0.133
18 H -6.62 -18.23 10.47  0.138
19 H -6.82 -19.45 12.42  0.112
20 H -7.07 -18.00 13.50  0.125
21 C -11.33 -15.38 14.47  -0.001
22 C -10.16 -14.65 15.17  -0.269
23 C -9.51 -15.39 16.29  -0.105
24 O -8.15 -15.50 15.96  0.120
25 C -7.97 -15.08 14.77  -0.605
26 O -6.94 -15.19 14.16  0.147
27 O -9.10 -14.64 14.20  0.109
28 H -11.56 -14.89 13.52  0.087
29 H -12.30 -15.37 14.95  0.076
30 H -11.05 -16.42 14.30  0.064
31 H -10.43 -13.62 15.39  0.158
32 H -10.01 -16.34 16.49  0.114
33 H -9.73 -14.74 17.13  0.124
34 C -0.15 -18.13 13.69  -0.013
35 C 0.18 -17.49 15.05  -0.291
36 C 0.42 -18.50 16.16  -0.059
37 O 1.44 -17.82 16.87  0.083
38 C 1.95 -16.82 16.23  -0.607
39 O 2.95 -16.23 16.55  0.136
40 O 1.30 -16.58 15.07  0.106
41 H -0.36 -17.28 13.04  0.081
42 H -0.98 -18.82 13.58  0.082
43 H 0.75 -18.62 13.33  0.084
44 H -0.69 -16.89 15.32  0.138
45 H 0.79 -19.50 15.94  0.145
46 H -0.38 -18.54 16.91  0.123
47 C -5.95 -21.54 14.25  0.001
48 C -6.57 -22.34 13.13  -0.359
49 C -5.68 -23.03 12.19  -0.077
50 O -6.34 -24.27 12.08  0.120
51 C -7.42 -24.35 12.82  -0.538
52 O -8.21 -25.31 12.95  0.091
53 O -7.60 -23.23 13.50  0.091
54 H -6.64 -20.84 14.70  0.076
55 H -5.13 -20.94 13.84  0.090
56 H -5.56 -22.18 15.05  0.099
57 H -7.12 -21.64 12.51  0.139
58 H -4.75 -23.16 12.74  0.141
59 H -5.41 -22.49 11.28  0.150
60 C -7.03 -15.01 20.02  -0.010
61 C -8.46 -14.63 19.68  -0.296
62 C -9.27 -14.15 20.92  -0.064
63 O -9.64 -12.81 20.51  0.024
64 C -9.01 -12.45 19.27  -0.474
65 O -9.09 -11.40 18.64  0.119
66 O -8.39 -13.51 18.82  0.078
67 H -6.49 -15.16 19.08  0.061
68 H -6.96 -15.89 20.67  0.075
69 H -6.35 -14.29 20.47  0.103
70 H -9.02 -15.50 19.37  0.139
71 H -8.70 -14.09 21.85  0.134
72 H -10.09 -14.86 20.96  0.116
73 C -9.09 -24.77 16.70  0.023
74 C -8.19 -23.51 16.85  -0.288
75 C -8.86 -22.15 16.69  -0.060
76 O -8.39 -21.39 17.83  0.064
77 C -7.84 -22.20 18.74  -0.500
78 O -7.26 -21.84 19.73  0.151
79 O -7.80 -23.49 18.22  0.062
80 H -8.64 -25.68 17.10  0.094
81 H -9.28 -24.93 15.64  0.073
82 H -10.04 -24.63 17.21  0.068
83 H -7.24 -23.54 16.32  0.140
84 H -9.92 -22.36 16.77  0.108
85 H -8.63 -21.72 15.72  0.119
86 C -13.07 -16.66 9.05  0.001
87 C -12.63 -18.05 9.67  -0.296
88 C -11.56 -18.70 8.88  -0.127
89 O -10.75 -19.24 9.88  0.112
90 C -10.89 -18.56 10.99  -0.599
91 O -10.24 -18.67 12.02  0.121
92 O -11.94 -17.83 10.88  0.111
93 H -13.48 -16.84 8.06  0.086
94 H -12.31 -15.88 9.00  0.088
95 H -13.83 -16.22 9.70  0.079
96 H -13.45 -18.77 9.71  0.159
97 H -11.11 -17.95 8.24  0.144
98 H -12.06 -19.51 8.34  0.149
99 C -9.63 -18.94 15.24  -0.035
100 O -8.32 -18.87 15.80  -0.006
101 C -8.10 -18.53 17.06  -0.567
102 O -8.89 -18.09 17.89  0.104
103 O -6.76 -18.37 17.17  -0.034
104 C -6.20 -18.19 18.48  -0.012
105 H -10.18 -18.00 15.19  0.066
106 H -10.34 -19.47 15.87  0.098
107 H -9.60 -19.35 14.24  0.076
108 H -5.14 -18.02 18.29  0.083
109 H -6.30 -19.13 19.03  0.099
110 H -6.71 -17.41 19.05  0.074
111 C -4.10 -26.15 21.75  -0.021
112 O -3.59 -25.68 20.49  0.022
113 C -3.59 -24.44 20.10  -0.508
114 O -3.06 -23.99 19.07  0.100
115 O -4.01 -23.52 21.09  -0.058
116 C -3.66 -22.15 21.11  -0.067
117 H -3.77 -27.18 21.89  0.093
118 H -5.18 -26.05 21.74  0.101
119 H -3.65 -25.64 22.60  0.093
120 H -2.65 -21.99 21.50  0.098
121 H -4.22 -21.65 21.90  0.081
122 H -3.86 -21.59 20.20  0.086
123 C -1.53 -18.82 20.17  -0.075
124 O -1.40 -20.09 19.60  -0.015
125 C -1.97 -20.46 18.40  -0.456
126 O -1.90 -21.57 17.84  0.097
127 O -2.63 -19.38 17.79  -0.079
128 C -3.44 -19.49 16.63  -0.032
129 H -1.02 -18.77 21.13  0.102
130 H -2.56 -18.48 20.32  0.078
131 H -1.22 -17.98 19.55  0.074
132 H -3.47 -18.50 16.18  0.091
133 H -4.48 -19.60 16.92  0.074
134 H -3.09 -20.26 15.94  0.099
135 C -8.75 -20.94 22.65  -0.002
136 O -7.66 -20.03 22.35  -0.032
137 C -7.94 -18.86 21.78  -0.539
138 O -9.08 -18.51 21.53  0.107
139 O -6.80 -18.09 21.62  -0.058
140 C -5.51 -18.40 22.10  -0.049
141 H -8.38 -21.82 23.18  0.099
142 H -8.93 -21.27 21.63  0.075
143 H -9.59 -20.48 23.18  0.100
144 H -5.55 -18.66 23.16  0.101
145 H -4.83 -17.56 21.92  0.098
146 H -5.08 -19.25 21.56  0.078
147 C -11.67 -20.91 19.68  -0.048
148 O -11.96 -21.90 18.76  -0.015
149 C -11.87 -23.19 19.05  -0.514
150 O -11.41 -23.58 20.14  0.097
151 O -12.43 -24.00 18.05  -0.032
152 C -12.72 -23.52 16.69  -0.022
153 H -10.91 -20.20 19.33  0.094
154 H -11.30 -21.22 20.65  0.092
155 H -12.62 -20.39 19.84  0.098
156 H -13.14 -24.31 16.07  0.099
157 H -11.73 -23.30 16.29  0.057
158 H -13.40 -22.68 16.55  0.085
159 C -14.30 -12.20 18.60  -0.057
160 C -13.01 -12.90 18.19  -0.232
161 O -12.56 -13.84 19.11  0.034
162 C -12.44 -15.14 18.76  -0.569
163 O -12.46 -15.58 17.64  0.118
164 O -12.26 -15.85 19.88  -0.001
165 C -11.99 -17.26 19.78  -0.022
166 H -15.18 -12.83 18.73  0.075
167 H -14.70 -11.46 17.90  0.078
168 H -14.18 -11.71 19.56  0.079
169 H -12.19 -12.19 18.10  0.128
170 H -13.19 -13.38 17.23  0.115
171 H -11.11 -17.43 19.16  0.079
172 H -12.86 -17.80 19.39  0.090
173 H -11.83 -17.74 20.75  0.092
174 C -13.72 -19.06 13.66  -0.051
175 C -13.90 -20.47 14.20  -0.194
176 O -13.41 -21.45 13.26  0.052
177 C -12.21 -21.94 13.39  -0.496
178 O -11.33 -21.47 14.19  0.045
179 O -12.02 -22.98 12.49  -0.016
180 C -10.74 -23.65 12.39  -0.036
181 H -14.42 -18.97 12.83  0.075
182 H -12.72 -18.81 13.32  0.066
183 H -14.13 -18.31 14.34  0.085
184 H -14.94 -20.67 14.45  0.127
185 H -13.39 -20.44 15.17  0.111
186 H -10.82 -24.43 11.64  0.099
187 H -10.39 -24.15 13.29  0.075
188 H -9.97 -22.96 12.04  0.089

***

(2)
Entry from the Open Molecules 2025 dataset: a cluster of 18 separate species, C54H104F8O34 in total at a distorted geometry (wB97M-V/def2-TZVPD).

For the lowest unoccupied orbital energy, the calculation gives 0.273 eV. As for the net charge: 0. For the total energy, the calculation gives -149040.4399 eV. The maximum force comes out at 3.2 eV/Å. Its orbital gap is 9.9737 eV.

Each line ends with the Löwdin charge.
Atoms and positions in Å:
1 C -1.23 -3.32 4.62  -0.052
2 C -0.66 -3.72 6.01  -0.465
3 C -0.91 -2.56 6.93  -0.062
4 O -1.42 -4.79 6.61  -0.082
5 H -2.22 -2.83 4.75  0.070
6 H -1.30 -4.18 3.98  0.064
7 H -0.52 -2.62 4.21  0.065
8 H 0.40 -4.04 5.90  0.124
9 H -1.99 -2.39 6.84  0.083
10 H -0.45 -1.60 6.71  0.053
11 H -0.69 -2.83 7.99  0.102
12 H -1.44 -5.64 6.12  0.095
13 C -0.45 3.67 -4.86  -0.058
14 C -1.41 3.11 -3.82  -0.462
15 C -1.11 1.57 -3.66  -0.018
16 O -1.25 3.75 -2.58  -0.069
17 H -0.64 3.21 -5.84  0.075
18 H 0.59 3.48 -4.62  0.074
19 H -0.53 4.77 -5.07  0.093
20 H -2.46 3.34 -4.11  0.140
21 H -1.18 1.12 -4.65  0.065
22 H -1.85 1.12 -3.01  0.064
23 H -0.13 1.45 -3.27  0.056
24 H -0.34 4.12 -2.59  0.093
25 C -1.46 -0.03 -7.65  -0.032
26 C -2.34 -0.90 -6.67  -0.454
27 C -3.66 -1.33 -7.31  -0.051
28 O -1.56 -2.03 -6.23  -0.068
29 H -2.03 0.88 -7.84  0.073
30 H -1.33 -0.49 -8.62  0.069
31 H -0.54 0.30 -7.17  0.066
32 H -2.66 -0.33 -5.80  0.109
33 H -3.38 -1.98 -8.14  0.082
34 H -4.29 -0.53 -7.63  0.075
35 H -4.17 -2.07 -6.60  0.101
36 H -2.17 -2.61 -5.75  0.076
37 C 0.72 4.71 4.03  -0.065
38 C -0.16 5.79 3.54  -0.518
39 C -0.64 6.78 4.62  -0.016
40 O 0.36 6.37 2.38  -0.032
41 H 1.57 5.15 4.50  0.092
42 H 1.06 4.07 3.23  0.057
43 H 0.19 4.11 4.75  0.066
44 H -1.06 5.23 3.20  0.121
45 H -1.12 6.16 5.37  0.082
46 H -1.36 7.48 4.22  0.085
47 H 0.21 7.20 5.07  0.067
48 H 0.62 7.24 2.66  0.081
49 C 4.27 -3.54 -0.59  -0.045
50 C 5.72 -2.95 -0.82  -0.483
51 C 6.56 -4.06 -1.43  -0.054
52 O 5.69 -1.84 -1.69  -0.063
53 H 4.27 -4.41 0.04  0.058
54 H 3.78 -3.76 -1.56  0.069
55 H 3.55 -2.80 -0.16  0.073
56 H 6.11 -2.60 0.11  0.112
57 H 6.35 -4.25 -2.49  0.087
58 H 6.34 -4.97 -0.91  0.069
59 H 7.60 -3.80 -1.37  0.071
60 H 5.12 -1.18 -1.28  0.032
61 C 4.68 -0.03 1.49  -0.012
62 C 4.65 0.93 0.22  -0.452
63 C 6.09 1.22 -0.23  -0.050
64 O 3.96 0.24 -0.81  -0.077
65 H 3.71 -0.13 2.00  0.075
66 H 5.46 0.31 2.14  0.073
67 H 4.95 -0.98 1.08  0.041
68 H 4.18 1.91 0.46  0.110
69 H 6.61 0.24 -0.39  0.086
70 H 6.57 1.76 0.61  0.085
71 H 6.17 1.86 -1.12  0.084
72 H 3.84 0.81 -1.59  0.072
73 C 2.72 3.61 -1.47  -0.033
74 C 2.09 3.60 -0.04  -0.466
75 C 2.67 4.71 0.75  -0.063
76 O 0.67 3.79 -0.10  -0.064
77 H 2.29 2.82 -2.16  0.079
78 H 3.78 3.43 -1.45  0.062
79 H 2.60 4.58 -1.95  0.078
80 H 2.26 2.64 0.45  0.104
81 H 3.72 4.57 0.94  0.073
82 H 2.26 4.79 1.80  0.074
83 H 2.53 5.70 0.28  0.100
84 H 0.32 3.89 0.81  0.082
85 C 1.18 -1.22 -3.10  -0.034
86 C 1.70 -1.81 -4.37  -0.483
87 C 3.01 -2.53 -4.26  -0.029
88 O 0.72 -2.79 -4.76  -0.085
89 H 0.17 -0.81 -3.30  0.072
90 H 1.70 -0.30 -2.85  0.067
91 H 1.11 -2.03 -2.39  0.076
92 H 1.71 -1.08 -5.18  0.121
93 H 3.20 -2.91 -5.27  0.079
94 H 2.74 -3.40 -3.61  0.087
95 H 3.93 -2.03 -3.95  0.076
96 H 0.03 -2.43 -5.37  0.071
97 C 5.04 -2.63 4.31  -0.041
98 C 3.47 -2.74 4.24  -0.434
99 C 3.02 -3.90 3.34  -0.040
100 O 2.89 -2.79 5.60  -0.083
101 H 5.28 -2.00 5.19  0.079
102 H 5.39 -2.28 3.35  0.048
103 H 5.51 -3.63 4.47  0.085
104 H 3.05 -1.80 3.88  0.111
105 H 3.36 -3.60 2.35  0.058
106 H 1.92 -4.02 3.33  0.082
107 H 3.53 -4.81 3.70  0.083
108 H 3.09 -3.67 5.95  0.080
109 C -1.70 -0.72 1.23  -0.058
110 C -0.23 -0.54 1.35  -0.484
111 C 0.33 0.31 0.27  -0.026
112 O 0.07 -0.07 2.67  -0.042
113 H -2.14 -1.02 0.27  0.073
114 H -2.22 0.26 1.48  0.093
115 H -2.00 -1.45 1.98  0.067
116 H 0.21 -1.57 1.21  0.143
117 H -0.13 1.28 0.22  0.070
118 H 0.22 -0.12 -0.74  0.083
119 H 1.37 0.43 0.46  0.063
120 H 0.87 0.46 2.68  0.034
121 C 3.90 0.10 -7.08  -0.014
122 C 5.32 0.22 -6.58  -0.286
123 O 5.21 0.87 -5.31  0.141
124 C 3.91 0.95 -4.93  -0.540
125 O 3.57 1.25 -3.84  0.158
126 O 3.10 0.71 -6.00  0.043
127 F 6.09 0.94 -7.44  0.064
128 H 3.42 -0.83 -7.34  0.138
129 H 3.93 0.77 -7.95  0.143
130 H 5.78 -0.76 -6.47  0.167
131 C -2.73 1.28 4.23  0.003
132 C -1.73 2.32 4.51  -0.324
133 O -1.09 1.89 5.70  0.130
134 C -1.96 1.07 6.32  -0.599
135 O -1.77 0.71 7.43  0.171
136 O -3.07 0.87 5.62  0.088
137 F -2.25 3.54 4.83  0.075
138 H -2.39 0.38 3.67  0.125
139 H -3.71 1.65 3.84  0.145
140 H -1.04 2.45 3.70  0.138
141 C -5.39 -1.99 2.10  -0.048
142 C -5.49 -1.65 3.56  -0.299
143 O -5.75 -0.31 3.55  0.153
144 C -5.51 0.25 2.35  -0.552
145 O -5.53 1.41 2.17  0.202
146 O -5.20 -0.73 1.48  0.062
147 F -4.26 -1.95 4.14  0.041
148 H -6.30 -2.45 1.69  0.144
149 H -4.54 -2.68 2.00  0.145
150 H -6.28 -2.10 4.16  0.177
151 C -5.43 -3.62 -2.23  -0.027
152 C -6.36 -4.25 -3.20  -0.266
153 O -5.74 -5.44 -3.64  0.133
154 C -4.40 -5.38 -3.35  -0.542
155 O -3.64 -6.20 -3.71  0.194
156 O -4.19 -4.29 -2.60  0.056
157 F -6.49 -3.37 -4.28  0.042
158 H -5.58 -3.84 -1.17  0.148
159 H -5.31 -2.58 -2.34  0.091
160 H -7.36 -4.47 -2.82  0.174
161 C -0.86 -4.54 -3.04  -0.031
162 C -0.92 -4.02 -1.60  -0.270
163 O -1.63 -2.87 -1.55  0.131
164 C -2.07 -2.62 -2.84  -0.520
165 O -2.81 -1.73 -3.18  0.157
166 O -1.62 -3.55 -3.71  0.024
167 F 0.42 -3.76 -1.17  -0.009
168 H -1.34 -5.55 -3.25  0.150
169 H 0.15 -4.45 -3.42  0.115
170 H -1.30 -4.68 -0.84  0.159
171 C -2.18 5.46 -0.09  -0.006
172 C -2.51 3.99 0.23  -0.263
173 O -3.90 3.94 0.14  0.102
174 C -4.44 5.20 0.15  -0.539
175 O -5.61 5.40 0.18  0.172
176 O -3.47 6.14 0.12  0.082
177 F -2.22 3.63 1.57  0.022
178 H -1.93 5.59 -1.11  0.101
179 H -1.30 5.84 0.49  0.135
180 H -2.08 3.26 -0.44  0.133
181 C 2.62 1.81 6.95  -0.016
182 C 2.24 0.31 6.70  -0.252
183 O 1.77 0.41 5.30  0.093
184 C 1.98 1.65 4.78  -0.556
185 O 1.89 1.87 3.61  0.129
186 O 2.46 2.49 5.70  0.071
187 F 1.19 -0.10 7.38  0.103
188 H 3.67 1.87 7.29  0.139
189 H 1.91 2.33 7.61  0.144
190 H 3.09 -0.40 6.69  0.158
191 C -6.11 1.63 -1.04  -0.036
192 C -4.91 0.82 -1.53  -0.301
193 O -5.41 -0.42 -1.83  0.112
194 C -6.59 -0.57 -1.13  -0.519
195 O -7.24 -1.57 -1.12  0.157
196 O -6.99 0.60 -0.59  0.075
197 F -3.90 0.69 -0.58  0.053
198 H -6.65 2.31 -1.77  0.167
199 H -5.84 2.21 -0.12  0.130
200 H -4.43 1.16 -2.41  0.153